Record 1
97
Properties=species:S:1:pos:R:3:forces:R:3 method="wB97M-V/def2-TZVPD" homo_energy_ev=-5.19 lumo_ev=2.1276 e_above_lowest_kj_mol=308.01 energy_ev=-88007.1148 charge=-1 homo_lumo_gap_ev=7.32 max_force_ev_per_a=6.99
C 4.8664 -4.2742 3.5785 0.06 1.04 0.48
C 4.1009 -3.3454 3.3386 -0.41 0.11 -0.52
C 3.0764 -2.2032 2.9273 0.29 -2.98 0.47
P 3.8640 -0.4306 2.8324 -0.90 -4.27 -0.14
C 5.1139 -1.0766 4.1761 1.57 0.62 2.14
C 5.8542 -1.2825 5.1443 -1.61 0.35 0.13
C 2.5933 0.2042 1.5931 -2.04 -0.56 -0.67
C 2.3217 -0.5503 0.2385 -2.20 0.95 -1.09
C 1.4167 0.4800 -0.6763 2.01 -1.45 -0.88
C 1.1758 -0.2145 -2.1208 -0.75 1.42 0.30
C 5.0350 -1.1872 1.5011 1.81 -1.75 -0.82
S 5.7044 -0.0918 0.1963 -0.19 -0.06 -0.30
C 7.4925 -0.4117 -0.1343 0.80 0.54 -0.29
C 8.2145 1.0332 -0.1665 -0.83 0.21 0.15
C 2.7998 0.2579 4.2722 -0.23 0.73 1.87
C 2.1254 1.6678 4.1304 0.64 1.39 1.38
O 2.3919 2.3820 5.3831 -0.02 0.19 -0.84
C 0.5472 1.7328 3.9644 -0.78 1.09 -0.75
F 0.2709 2.1203 2.6291 -0.01 -0.77 2.00
F -0.1771 0.5843 4.2118 1.07 1.52 -0.35
F -0.0311 2.7462 4.7546 0.86 -1.96 -1.45
S 5.1479 1.4056 2.8483 1.59 5.97 3.27
O 4.7740 2.4657 1.8996 0.78 -1.72 -0.38
O 5.1439 2.0696 4.1940 -0.30 -2.03 -1.70
F 6.8163 1.0151 2.8565 -1.49 0.13 -0.94
H 5.7254 -4.8391 4.0204 -1.53 0.73 -0.89
H 2.6730 -2.5876 1.9460 0.30 0.71 0.87
H 2.2450 -2.3236 3.6748 0.69 0.41 -0.66
H 6.1570 -1.3912 6.2204 -0.09 0.06 -1.98
H 2.5362 1.3087 1.4004 0.58 -1.03 0.23
H 1.5920 -0.0232 2.1182 1.43 0.45 -0.32
H 3.1437 -0.8776 -0.4365 -0.17 0.46 0.83
H 1.6371 -1.4567 0.3753 1.05 1.03 0.08
H 0.4692 0.8045 -0.1636 1.00 -0.37 -0.49
H 2.1262 1.3510 -0.8775 -1.28 -0.76 0.47
H 0.2226 0.2481 -2.5487 1.09 -0.82 0.35
H 1.0603 -1.3364 -2.0719 0.19 1.24 0.01
H 2.0026 0.1040 -2.8338 -0.86 -0.73 0.95
H 5.9308 -1.6348 2.0499 -1.15 0.70 -0.62
H 4.5733 -2.0753 0.9537 0.26 1.24 0.90
H 7.9339 -1.1021 0.6382 -0.49 0.78 -0.75
H 7.6138 -0.8769 -1.1679 -0.31 0.38 1.44
H 7.4183 1.8292 0.0191 1.01 -1.04 -0.17
H 8.9604 1.1537 0.6718 -0.63 -0.22 -1.11
H 8.6398 1.2754 -1.1900 -0.16 -0.49 1.30
H 1.9929 -0.4450 4.6430 0.94 0.41 -0.97
H 3.5032 0.3142 5.1686 -0.99 0.38 -1.26
H 2.5424 2.3573 3.3329 -0.55 -1.31 0.50
H 2.7445 3.2663 5.1498 -0.21 -0.93 0.19
C -1.4334 2.5509 -4.9327 0.06 -0.29 0.13
O -1.9557 1.8829 -3.7968 0.01 0.41 -0.19
C -2.7405 2.7226 -2.9518 -0.23 -0.36 0.35
C -4.2181 2.3495 -3.0341 0.30 0.09 -0.33
N -4.7901 2.7120 -4.3291 -0.09 -0.11 0.12
C -6.1122 2.1349 -4.5767 0.23 -0.01 -0.21
C -6.2314 0.6045 -4.6130 -0.34 0.11 -0.10
O -5.5862 -0.0059 -5.7228 0.03 0.02 0.31
C -4.1922 -0.2130 -5.5588 -0.09 -0.08 -0.29
H -0.6951 1.8955 -5.3969 -0.06 -0.03 0.09
H -2.2181 2.7546 -5.6670 0.03 0.19 -0.07
H -0.9354 3.4825 -4.6490 -0.06 0.03 -0.05
H -2.5795 3.7861 -3.1647 -0.04 -0.12 -0.16
H -2.3992 2.5379 -1.9286 -0.01 0.03 -0.01
H -4.7651 2.8697 -2.2410 -0.01 -0.01 -0.03
H -4.2934 1.2717 -2.8520 0.06 -0.03 0.24
H -4.1669 2.4013 -5.0647 -0.03 0.05 0.10
H -6.4402 2.5173 -5.5482 -0.08 -0.08 0.04
H -6.8127 2.5291 -3.8321 0.05 -0.08 0.05
H -7.2946 0.3691 -4.7264 0.05 0.01 -0.06
H -5.9207 0.1318 -3.6746 0.19 0.05 -0.02
H -3.9217 -0.4280 -4.5216 -0.01 0.12 0.00
H -3.6359 0.6508 -5.9280 0.19 0.00 0.16
H -3.9013 -1.0668 -6.1737 -0.12 -0.01 0.02
C -4.5329 0.7154 1.7205 0.10 -0.16 0.24
O -4.8203 -0.6502 1.9768 -0.20 0.32 -0.28
C -5.6987 -1.2408 1.0218 0.09 -0.51 0.14
C -4.9531 -2.2407 0.1421 0.10 0.46 0.03
N -4.0306 -1.5648 -0.7666 -0.05 -0.14 0.03
C -3.0858 -2.4611 -1.4371 0.11 0.21 0.08
C -2.1061 -3.2588 -0.5631 0.22 0.03 -0.37
O -1.1290 -2.4622 0.0887 -0.34 -0.29 0.06
C -1.5725 -1.8599 1.2936 0.39 0.21 -0.05
H -4.0303 1.1230 2.5985 0.00 -0.11 -0.03
H -3.8626 0.8240 0.8634 -0.06 0.16 -0.09
H -5.4505 1.2875 1.5530 0.02 0.01 -0.09
H -6.2213 -0.4869 0.4207 0.21 0.02 0.00
H -6.4557 -1.7864 1.5939 -0.01 0.01 -0.04
H -5.6777 -2.8164 -0.4434 0.03 0.01 -0.01
H -4.4247 -2.9318 0.8079 -0.15 -0.11 0.10
H -3.4975 -0.8780 -0.2462 -0.07 -0.06 -0.04
H -2.4938 -1.8364 -2.1132 0.05 -0.10 0.02
H -3.6500 -3.1580 -2.0673 -0.02 -0.04 0.09
H -1.5471 -3.9209 -1.2321 0.00 0.07 0.01
H -2.6115 -3.9177 0.1522 -0.08 0.14 0.11
H -2.2948 -2.4792 1.8322 -0.06 0.03 -0.09
H -1.9922 -0.8736 1.0854 -0.17 0.03 0.20
H -0.7042 -1.7069 1.9376 0.03 -0.06 -0.08

---

Record 2
95
Properties=species:S:1:pos:R:3:forces:R:3 method="wB97M-V/def2-TZVPD" homo_energy_ev="-8.01 / -8.02" lumo_ev="0.4596 / 0.2957" e_above_lowest_kj_mol=29.67 energy_ev=-75798.7578 charge=0 spin_multiplicity=3 homo_lumo_gap_ev="8.47 / 8.31" s2=2.008 max_force_ev_per_a=1.65
O 3.9222 -4.1840 3.5630 0.12 -0.06 -0.26
S 4.5681 -3.7111 2.3777 0.00 0.05 0.48
O 5.3609 -2.5249 2.4588 0.03 0.02 -0.26
O 5.4982 -4.9051 1.8508 -0.29 -0.15 0.27
C 3.3738 -3.5698 1.0720 -0.16 0.15 -0.35
C 2.5887 -2.2517 1.1850 -0.06 -0.35 0.83
C 1.1603 -2.4451 1.7361 0.04 0.34 -0.38
C 0.0675 -2.0692 0.7483 -0.31 -0.26 0.39
P -1.6826 -2.5695 1.4200 0.64 -0.17 -0.38
C -3.4004 -3.0457 2.1613 0.05 0.29 0.15
C -3.3719 -3.5269 3.6115 -0.48 -0.34 -0.21
C -3.5933 -5.0325 3.8545 0.38 0.48 0.20
C -2.9170 -5.9753 2.8858 -0.02 -0.59 0.34
F -1.7127 -5.4895 2.4645 -0.39 -0.19 0.12
F -2.6556 -7.1517 3.5475 0.02 0.38 -0.23
C -3.7589 -6.3862 1.6216 0.17 -0.05 -0.40
F -3.8395 -7.7180 1.4925 -0.01 0.52 0.01
F -3.1909 -5.8950 0.5063 -0.25 -0.19 0.21
F -5.0126 -5.9031 1.6888 0.27 -0.21 -0.02
H 5.5065 -4.9069 0.8896 0.23 0.03 -0.24
H 3.8787 -3.6357 0.1108 0.29 0.05 -0.01
H 2.7369 -4.4448 1.1615 -0.10 -0.12 0.05
H 2.5894 -1.7462 0.2285 -0.07 0.12 -0.18
H 3.1314 -1.6271 1.8889 0.14 0.32 -0.15
H 1.0275 -1.8219 2.6189 0.05 -0.01 0.22
H 1.0452 -3.4768 2.0682 -0.09 -0.16 0.09
H 0.2566 -2.5592 -0.2075 -0.13 -0.04 -0.22
H 0.0684 -0.9900 0.6056 0.10 0.03 -0.15
H -1.8316 -3.5268 0.3796 -0.08 0.12 0.02
H -1.0558 -2.9935 2.6341 -0.08 0.12 0.13
H -2.1378 -1.2450 1.1710 -0.14 -0.01 -0.01
H -4.0143 -2.1466 2.1147 -0.02 0.14 -0.07
H -3.8821 -3.7529 1.4926 -0.04 -0.12 -0.05
H -4.1714 -3.0218 4.1462 -0.01 0.06 0.25
H -2.4483 -3.2390 4.1124 0.25 0.11 -0.10
H -4.6492 -5.2597 3.9347 -0.15 -0.17 -0.24
H -3.1644 -5.2788 4.8223 0.08 -0.11 0.13
C 3.4513 3.2832 1.8803 -0.11 0.03 0.21
C 2.2942 2.8255 0.9755 1.12 0.20 0.15
C 1.5465 4.0296 0.3999 -0.45 0.14 0.07
C 0.6762 4.7487 1.4297 0.07 -0.07 -0.03
C -0.2924 3.7669 2.0834 0.03 0.18 -0.37
C 0.4069 2.5543 2.6997 0.08 0.15 1.13
N 1.3522 1.9337 1.7201 -1.10 0.34 -1.18
O 0.7289 1.1316 0.9208 0.48 -0.13 0.35
C 1.1308 2.9674 3.9975 0.11 0.03 -0.04
C -0.6284 1.5106 3.0906 -0.20 -0.33 -0.14
C 2.9395 2.0465 -0.1662 -0.18 -0.23 -0.14
H 4.0966 3.9647 1.3262 -0.01 -0.05 -0.11
H 3.1402 3.8104 2.7772 -0.01 -0.01 -0.07
H 4.0535 2.4281 2.1892 -0.03 -0.04 0.01
H 0.9117 3.6936 -0.4276 0.02 -0.10 0.04
H 2.2722 4.7220 -0.0294 0.08 -0.05 -0.01
H 1.3012 5.2383 2.1816 0.01 -0.03 0.02
H 0.1129 5.5434 0.9370 0.00 0.02 0.02
H -0.8779 4.2661 2.8585 0.01 -0.05 0.07
H -1.0047 3.4228 1.3259 0.05 -0.09 0.00
H 1.8551 2.2099 4.2987 0.02 0.00 -0.03
H 0.4072 3.0724 4.8052 -0.11 -0.06 -0.05
H 1.6403 3.9256 3.9258 0.00 -0.04 -0.03
H -1.2587 1.2271 2.2493 0.09 -0.03 -0.02
H -1.2805 1.8998 3.8714 0.09 0.14 0.07
H -0.1399 0.6111 3.4709 -0.01 -0.01 0.00
H 3.4070 1.1313 0.2003 -0.01 0.00 0.04
H 3.7125 2.6649 -0.6214 0.04 0.07 0.05
H 2.2286 1.7819 -0.9462 -0.02 0.00 0.04
C -1.5840 -0.1174 -4.0332 0.01 0.06 -0.22
C -0.8879 1.0733 -3.3504 -0.52 -1.05 0.02
C -1.8959 2.1811 -3.0405 -0.05 0.43 -0.15
C -2.3481 2.9498 -4.2804 0.07 -0.06 0.03
C -1.1389 3.5025 -5.0323 -0.22 0.09 0.31
C -0.1121 2.4273 -5.3927 -0.12 -0.28 -1.07
N 0.2265 1.6049 -4.1910 0.03 1.36 0.93
O 1.1243 2.1870 -3.4637 0.09 -0.46 -0.27
C -0.6515 1.5505 -6.5413 -0.07 -0.10 0.07
C 1.1583 3.0877 -5.9152 0.22 0.12 0.16
C -0.3206 0.5368 -2.0442 0.21 0.13 0.15
H -2.4170 -0.4536 -3.4154 0.05 0.02 0.12
H -1.9940 0.1022 -5.0145 0.01 0.02 0.07
H -0.8896 -0.9514 -4.1416 0.04 0.02 -0.01
H -1.4430 2.8872 -2.3359 0.10 -0.04 -0.03
H -2.7568 1.7434 -2.5319 0.02 -0.08 0.03
H -2.9492 2.3063 -4.9288 0.03 -0.01 -0.01
H -2.9988 3.7734 -3.9804 -0.02 0.00 -0.02
H -1.4584 4.0036 -5.9485 0.05 -0.03 -0.06
H -0.6570 4.2642 -4.4111 0.08 -0.07 0.03
H -0.0825 0.6240 -6.6250 0.00 -0.01 0.03
H -0.5566 2.0831 -7.4868 0.08 0.10 0.03
H -1.7061 1.3022 -6.4423 0.04 0.00 0.03
H 1.5703 3.8045 -5.2084 0.00 -0.10 0.06
H 0.9286 3.6239 -6.8351 -0.09 -0.03 -0.06
H 1.9248 2.3434 -6.1347 -0.01 -0.01 0.02
H 0.4685 -0.1948 -2.2237 0.01 0.01 -0.02
H -1.1126 0.0466 -1.4771 -0.09 -0.04 -0.07
H 0.0866 1.3234 -1.4159 0.02 -0.01 -0.03